(1)
19
Properties=species:S:1:pos:R:3 method="wB97M-V/def2-TZVPD" smiles="N#C[C@@]1(S)COCCN1[N+](=O)[O-]" e_above_lowest_ev=5.614 e_lumo_ha=0.0001 multiplicity=1
C -1.425 -0.257 -1.695
C 0.572 0.428 1.449
C 1.579 1.157 0.562
C 0.992 0.149 -1.426
C -0.273 -0.557 -0.938
N -2.217 -0.082 -2.498
N -0.600 0.207 0.616
N -1.834 -0.162 1.160
O -2.034 -0.008 2.350
O -2.672 -0.689 0.406
O 1.966 0.242 -0.399
S 0.010 -2.318 -0.717
H 1.165 -0.484 1.764
H 0.355 0.867 2.451
H 0.925 1.884 0.212
H 2.497 1.421 1.068
H 1.485 -0.456 -2.089
H 0.821 1.089 -1.909
H -1.313 -2.431 -0.369

(2)
27
Properties=species:S:1:pos:R:3 method="wB97M-V/def2-TZVPD" charge=-2 e_above_lowest_ev=0.430 e_lumo_ha=0.1506 multiplicity=1
Y -0.360 -1.714 -0.686
S -3.486 -4.869 0.140
Sb -1.355 -5.027 -0.656
S -1.087 -3.496 -2.524
S 0.174 -3.960 0.917
S -0.733 -7.156 -1.204
O 0.285 0.064 -2.258
S 1.697 0.101 -1.803
O 1.951 1.431 -1.176
O 1.707 -0.997 -0.692
O 2.612 -0.350 -2.820
C -0.813 2.647 -1.370
N -0.604 2.049 -0.054
C 0.177 2.671 0.774
C 0.565 2.186 1.983
C 0.253 0.815 2.228
N -0.647 0.243 1.444
C -1.142 0.850 0.320
O -1.944 0.252 -0.400
N 0.843 0.118 3.236
H 0.032 3.344 -1.636
H -1.732 3.201 -1.274
H -0.835 1.781 -2.046
H 0.584 3.618 0.473
H 1.274 2.715 2.536
H 1.805 0.434 3.386
H 0.777 -0.952 3.161

(3)
17
Properties=species:S:1:pos:R:3 method="wB97M-V/def2-TZVPD" smiles=S[C@@H]1CCN1c1nnco1 e_above_lowest_ev=2.824 e_lumo_ha=0.0248 multiplicity=1
C -0.963 -3.250 0.126
C -0.663 -1.081 0.138
C 0.494 2.059 -0.433
C -0.784 1.432 0.242
C 1.080 0.637 -0.617
N -2.024 -2.648 0.516
N -1.841 -1.350 0.577
N -0.099 0.122 0.044
O 0.035 -2.264 -0.143
S 2.745 0.397 0.319
H -0.819 -4.275 -0.141
H 0.467 2.707 -1.313
H 1.212 2.481 0.312
H -0.873 1.800 1.248
H -1.652 1.540 -0.301
H 1.099 0.168 -1.677
H 2.587 1.525 1.102

(4)
16
Properties=species:S:1:pos:R:3 method="wB97M-V/def2-TZVPD" charge=+1 e_above_lowest_ev=0.000 e_lumo_ha="-0.1255 / -0.2588" multiplicity=3
C 0.525 1.832 0.200
C -0.418 0.013 -0.613
C 1.496 0.878 0.300
C 2.870 0.637 0.231
C 2.006 -1.259 -0.345
N -0.537 1.450 -0.380
N 3.065 -0.671 -0.063
N 0.889 -0.334 -0.218
N -1.729 -0.573 0.248
H 0.518 2.775 0.634
H -0.748 -0.234 -1.674
H 3.657 1.482 0.393
H 1.779 -2.266 -0.699
H -2.507 0.087 0.283
H -1.296 -0.677 1.254
H -2.008 -1.452 0.002

(5)
17
Properties=species:S:1:pos:R:3 method="wB97M-V/def2-TZVPD" smiles=Sn1cnccc[nH+]nc1 charge=+1 e_above_lowest_ev=4.346 e_lumo_ha=-0.1814 multiplicity=1
C 2.215 -0.395 -0.292
C 1.901 0.628 0.533
C 1.223 -1.343 -0.532
C -1.237 1.004 -0.714
C -0.851 -0.967 0.656
N 0.173 -1.523 0.204
N -0.145 1.617 -0.441
N -1.688 -0.066 -0.011
N 0.690 1.379 0.612
S -3.404 -0.243 0.137
H 3.259 -0.643 -0.333
H 2.602 1.144 1.022
H 1.406 -2.256 -1.099
H -1.888 1.392 -1.471
H -1.381 -1.326 1.625
H 0.769 2.191 1.135
H -3.644 -0.592 -1.031

(6)
19
Properties=species:S:1:pos:R:3 method="wB97M-V/def2-TZVPD" e_above_lowest_ev=3.749 e_lumo_ha=0.0231 multiplicity=1
C 2.649 -1.475 0.212
C -0.062 1.537 -1.281
C -1.835 1.442 0.126
C -0.706 0.454 0.731
C -1.189 -0.990 0.638
N 2.472 -1.584 -1.086
N 1.906 -0.562 0.716
N 1.638 -0.692 -1.470
N 1.303 -0.162 -0.352
N 0.337 0.750 -0.217
O 0.544 1.816 -2.312
O -1.318 1.932 -1.098
H 3.259 -2.220 0.757
H -2.742 0.968 -0.075
H -1.916 2.218 0.836
H -0.396 0.710 1.789
H -1.094 -1.533 -0.251
H -2.189 -0.987 0.899
H -0.662 -1.621 1.438